Entry 1:
# C17H43InO8PS

A structure of composition C17H43InO8PS (wB97M-V/def2-TZVPD, the Open Molecules 2025 dataset).

Computed properties:
multiplicity	1
charge	-1
total energy	-60006.8835	eV
HOMO energy	-4.69	eV
E_LUMO	0.083	Ha

Geometry (Å):
C -1.94 -3.95 3.67
C -3.02 -2.87 3.65
C -2.47 -1.46 3.94
C -3.07 -0.36 3.04
In -1.76 0.07 1.31
C -1.80 -1.68 -0.03
C -2.84 -1.55 -1.15
C -4.22 -2.05 -0.72
C -2.23 1.96 0.26
C -1.17 2.52 -0.69
C -0.91 1.60 -1.89
C 0.43 1.88 -2.60
S 1.42 0.44 -2.87
O 2.51 0.34 -1.95
O 0.60 -0.71 -3.12
O 2.06 0.89 -4.30
P 0.60 0.41 2.32
O 1.67 -0.57 2.03
O 0.43 0.65 3.95
O 1.19 1.91 1.91
H -1.27 -3.85 2.82
H -2.37 -4.96 3.65
H -1.33 -3.87 4.58
H -3.81 -3.12 4.36
H -3.49 -2.86 2.66
H -1.38 -1.51 3.84
H -2.64 -1.22 5.00
H -3.31 0.54 3.61
H -4.01 -0.72 2.61
H -0.81 -1.89 -0.44
H -2.06 -2.54 0.59
H -2.53 -2.09 -2.05
H -2.96 -0.51 -1.47
H -4.14 -3.00 -0.19
H -4.90 -2.18 -1.56
H -4.69 -1.34 -0.03
H -3.17 1.83 -0.29
H -2.45 2.70 1.04
H -0.23 2.70 -0.16
H -1.49 3.50 -1.09
H -1.70 1.74 -2.63
H -0.97 0.55 -1.59
H 0.29 2.30 -3.59
H 1.06 2.57 -2.04
H 2.76 0.27 -4.50
H 1.31 0.75 4.34
H 0.60 2.59 2.27
C 2.96 5.36 -5.32
C 1.67 5.62 -4.57
C 1.48 7.10 -4.24
O 1.60 4.82 -3.39
H 3.82 5.67 -4.72
H 3.06 4.30 -5.54
H 2.99 5.92 -6.26
H 0.83 5.28 -5.17
H 2.31 7.45 -3.61
H 0.55 7.25 -3.70
H 1.48 7.70 -5.15
H 2.33 5.07 -2.81
C 4.30 -5.30 1.87
C 2.86 -4.98 2.27
C 2.60 -3.49 2.30
O 2.55 -5.60 3.53
H 4.99 -4.85 2.59
H 4.47 -6.37 1.86
H 4.53 -4.89 0.89
H 2.19 -5.47 1.57
H 3.24 -3.00 3.03
H 1.56 -3.27 2.56
H 2.79 -3.02 1.33
H 3.06 -5.13 4.20

Löwdin population analysis, charges in e, atoms 1 to 6:
1. C -0.121
2. C -0.280
3. C -0.323
4. C -0.295
5. In 0.737
6. C -0.284



Entry 2:
# C5H7N

An isolated molecule of C5H7N (wB97M-V/def2-TZVPD, the Open Molecules 2025 dataset).

Computed properties:
multiplicity	1
charge	0
relative energy (zero: lowest compared OMol25 entry of this formula, charge and spin)	65.2	kcal/mol
total energy	-6785.6858	eV
HOMO energy	-7.73	eV
E_LUMO	0.017	Ha

Geometry (Å):
C -1.71 -0.55 -0.25
C -0.20 -0.62 -0.07
C 0.65 -0.34 -1.28
C 1.59 0.58 -0.81
C 1.34 0.93 0.53
N 0.28 0.28 1.00
H -2.24 -0.86 0.66
H -2.03 0.46 -0.52
H -2.00 -1.23 -1.06
H 0.09 -1.64 0.22
H 2.41 1.00 -1.37
H 1.88 1.62 1.17
H -0.08 0.37 1.93

Löwdin population analysis, charges in e, atoms 1 to 6:
1. C -0.068
2. C -0.436
3. C -0.003
4. C -0.161
5. C -0.095
6. N 0.044



Entry 3:
# C4H10OS2

A cluster of 2 separate species, C4H10OS2 in total (wB97M-V/def2-TZVPD, the Open Molecules 2025 dataset).

Computed properties:
multiplicity	1
charge	0
relative energy (zero: lowest compared OMol25 entry of this formula, charge and spin)	17.5	kcal/mol
SMILES	CC=O.CSSC
total energy	-28027.8306	eV
HOMO energy	-9.05	eV
E_LUMO	0.027	Ha

Geometry (Å):
C 0.92 2.56 -0.32
C 1.49 1.81 -1.49
O 0.89 1.64 -2.54
H -0.01 2.06 0.01
H 0.67 3.59 -0.63
H 1.62 2.60 0.53
H 2.52 1.40 -1.37
C -0.58 -1.20 -1.21
S 0.66 -1.28 0.10
S -0.36 -0.56 1.71
C -1.20 -2.04 2.32
H -0.10 -1.54 -2.14
H -0.95 -0.17 -1.35
H -1.44 -1.85 -1.00
H -1.91 -2.44 1.58
H -0.48 -2.83 2.58
H -1.75 -1.76 3.22

Löwdin population analysis, charges in e, atoms 1 to 6:
1. C -0.065
2. C -0.341
3. O 0.013
4. H 0.062
5. H 0.088
6. H 0.079



Entry 4:
# C4H3F3

A structure of composition C4H3F3 in a non-equilibrium geometry (wB97M-V/def2-TZVPD, the Open Molecules 2025 dataset).

Computed properties:
multiplicity	1
charge	0
relative energy (zero: lowest compared OMol25 entry of this formula, charge and spin)	129.0	kcal/mol
total energy	-12342.0151	eV
HOMO energy (alpha / beta)	-8.68 / -8.68	eV
E_LUMO (alpha / beta)	-0.043 / -0.043	Ha

Geometry (Å):
C -0.76 0.20 -0.32
C 2.59 0.29 -0.98
C 0.58 0.49 -0.88
C -1.01 -0.50 1.03
F 3.05 -0.29 0.06
F -1.76 0.87 -0.97
F 0.52 1.23 -1.97
H -0.68 -0.08 1.99
H -0.48 -1.38 1.07
H -2.06 -0.83 0.96

Löwdin population analysis, charges in e, atoms 1 to 6:
1. C -0.246
2. C 0.202
3. C -0.141
4. C -0.044
5. F 0.029
6. F 0.027



Entry 5:
# C32H32AuClN2O4S2

A structure of composition C32H32AuClN2O4S2 in a non-equilibrium geometry (wB97M-V/def2-TZVPD, the Open Molecules 2025 dataset).

Computed properties:
multiplicity	1
charge	+2
relative energy (zero: lowest compared OMol25 entry of this formula, charge and spin)	60.0	kcal/mol
total energy	-82741.2788	eV
HOMO energy (alpha / beta)	-13.19 / -13.20	eV
E_LUMO (alpha / beta)	-0.371 / -0.370	Ha

Geometry (Å):
Au 0.33 1.77 -1.17
Cl -5.57 0.61 -5.70
C -4.21 0.57 -4.68
C -3.59 -0.66 -4.37
C -2.52 -0.68 -3.53
C -2.02 0.49 -2.87
O -1.14 0.34 -1.98
C -2.63 1.75 -3.26
C -2.16 3.03 -2.77
O -1.25 3.27 -1.99
C -3.70 1.75 -4.14
H -3.97 -1.57 -4.81
H -2.04 -1.62 -3.27
H -2.72 3.89 -3.18
H -4.16 2.69 -4.42
C 1.61 -3.25 -4.36
C 2.26 -3.54 -3.01
C 3.37 -2.53 -2.68
N 2.87 -1.18 -2.77
C 2.80 -0.21 -1.90
S 2.31 1.34 -2.50
N 3.16 -0.29 -0.60
C 3.14 -1.34 0.36
O 3.93 -1.30 1.26
C 2.01 -2.29 0.28
C 2.13 -3.50 0.98
C 1.04 -4.35 1.08
C -0.17 -4.00 0.49
C -0.29 -2.80 -0.19
C 0.79 -1.95 -0.30
H 0.88 -4.02 -4.59
H 2.36 -3.24 -5.14
H 1.09 -2.29 -4.36
H 2.72 -4.53 -3.03
H 1.51 -3.54 -2.22
H 4.17 -2.64 -3.41
H 3.78 -2.71 -1.68
H 2.59 -0.92 -3.71
H 3.55 0.56 -0.22
H 3.07 -3.74 1.45
H 1.13 -5.28 1.62
H -1.02 -4.66 0.58
H -1.23 -2.53 -0.65
H 0.67 -1.00 -0.80
O 0.50 1.74 1.09
S 1.29 1.45 2.33
C 0.40 2.37 3.69
C 0.33 3.81 3.35
C 1.51 4.57 3.27
C 1.46 5.91 2.98
C 0.22 6.53 2.79
C -0.95 5.78 2.84
C -0.90 4.43 3.10
C 0.83 -0.26 2.87
C -0.62 -0.59 3.00
C -1.06 -1.24 4.15
C -2.38 -1.62 4.29
C -3.29 -1.33 3.28
C -2.86 -0.68 2.13
C -1.54 -0.32 1.98
H 1.03 2.19 4.56
H -0.59 1.92 3.83
H 2.46 4.08 3.44
H 2.36 6.49 2.92
H 0.17 7.59 2.60
H -1.91 6.26 2.69
H -1.81 3.85 3.16
H 1.35 -0.39 3.82
H 1.29 -0.92 2.14
H -0.35 -1.47 4.93
H -2.70 -2.14 5.18
H -4.32 -1.63 3.37
H -3.56 -0.45 1.34
H -1.22 0.16 1.07

Löwdin population analysis, charges in e, atoms 1 to 6:
1. Au 0.804
2. Cl 0.859
3. C -0.595
4. C -0.036
5. C 0.068
6. C -0.296



Entry 6:
# C5H5NO

A structure of composition C5H5NO in a non-equilibrium geometry (wB97M-V/def2-TZVPD, the Open Molecules 2025 dataset).

Computed properties:
multiplicity	1
charge	0
relative energy (zero: lowest compared OMol25 entry of this formula, charge and spin)	129.5	kcal/mol
total energy	-8797.8043	eV
HOMO energy	-9.27	eV
E_LUMO	-0.007	Ha

Geometry (Å):
O -2.01 -0.44 -0.09
C -0.97 -0.74 0.60
C -0.19 0.42 0.92
C 1.17 0.76 0.43
C 0.15 0.46 -0.65
C 0.50 -0.70 -1.42
N 0.80 -1.55 -2.16
H -0.70 -1.79 0.77
H -0.81 1.28 1.15
H 2.00 0.06 0.52
H 1.44 1.80 0.63
H -1.37 0.43 -0.71

Löwdin population analysis, charges in e, atoms 1 to 6:
1. O -0.012
2. C -0.203
3. C -0.167
4. C -0.057
5. C -0.175
6. C -0.274



Entry 7:
# C28H51N6O5PReS3Si3

A structure of composition C28H51N6O5PReS3Si3 in a non-equilibrium geometry (wB97M-V/def2-TZVPD, the Open Molecules 2025 dataset).

Computed properties:
multiplicity	2
charge	0
relative energy (zero: lowest compared OMol25 entry of this formula, charge and spin)	17.6	kcal/mol
total energy	-116599.7232	eV
HOMO energy (alpha / beta)	-6.18 / -6.18	eV
E_LUMO (alpha / beta)	-0.033 / -0.036	Ha

Geometry (Å):
Re -1.12 0.45 -0.07
C 2.92 -1.13 -0.87
C 1.65 -0.33 -0.82
N 0.48 -0.84 -0.33
N 0.55 -2.28 -0.30
C 0.22 -2.95 1.02
N 0.21 -4.31 0.83
S 0.19 -2.15 2.39
C 1.58 1.02 -1.18
C 2.65 1.78 -1.70
C 2.49 3.12 -1.90
C 1.26 3.72 -1.60
C 0.24 2.94 -1.16
N 0.35 1.59 -0.97
H 3.14 -1.54 0.13
H 3.76 -0.49 -1.11
H 2.91 -1.93 -1.62
H -0.34 -4.68 0.07
H 0.05 -4.80 1.70
H 3.60 1.31 -1.92
H 3.31 3.71 -2.29
H 1.11 4.78 -1.70
H -0.74 3.36 -0.95
C -2.53 -3.34 -3.10
Si -2.03 -2.35 -1.59
C -2.76 -3.25 -0.10
C -0.17 -2.78 -1.53
C -2.30 -0.54 -1.67
Si -1.96 0.23 -3.35
C -3.26 -0.29 -4.60
C -2.04 2.11 -3.29
C -0.29 -0.30 -4.01
Si -4.07 -0.24 -1.15
C -5.33 -1.49 -1.77
C -4.87 1.39 -1.51
C -3.90 -0.46 0.74
C -4.96 -0.69 1.61
C -4.75 -0.76 2.98
C -3.47 -0.58 3.46
C -2.44 -0.35 2.56
N -2.64 -0.32 1.23
H -2.37 -4.41 -2.92
H -1.95 -3.05 -3.98
H -3.58 -3.19 -3.33
H -2.61 -4.33 -0.22
H -3.83 -3.08 -0.02
H -2.33 -2.93 0.85
H 0.02 -3.85 -1.63
H 1.54 -2.53 -0.39
H 0.33 -2.29 -2.36
H -4.24 0.13 -4.34
H -3.37 -1.37 -4.68
H -3.00 0.10 -5.59
H -2.81 2.48 -3.97
H -1.08 2.55 -3.59
H -2.27 2.47 -2.29
H -0.32 -1.33 -4.38
H 0.48 -0.21 -3.25
H 0.00 0.34 -4.85
H -5.44 -1.38 -2.85
H -6.30 -1.29 -1.32
H -5.08 -2.54 -1.58
H -5.17 1.45 -2.56
H -4.24 2.25 -1.28
H -5.77 1.47 -0.90
H -5.96 -0.79 1.20
H -5.57 -0.94 3.65
H -3.25 -0.60 4.51
H -1.44 -0.15 2.90
O -2.47 3.57 1.74
N -1.99 2.62 1.21
O -0.97 1.99 1.63
O -2.47 2.13 0.12
C 4.57 -1.32 3.23
C 4.57 -0.59 4.57
C 5.92 0.04 4.87
O 3.53 0.39 4.71
P 2.94 1.48 3.67
S 1.84 2.73 4.67
S 2.07 0.60 2.11
O 4.37 2.11 3.23
C 4.66 2.93 2.09
C 3.51 3.86 1.70
C 5.12 2.05 0.95
H 5.27 -2.15 3.30
H 4.88 -0.65 2.42
H 3.58 -1.69 2.99
H 4.34 -1.30 5.35
H 6.15 0.81 4.13
H 6.70 -0.72 4.85
H 5.91 0.51 5.86
H 5.50 3.55 2.42
H 2.66 3.28 1.32
H 3.86 4.54 0.91
H 3.18 4.44 2.55
H 4.31 1.39 0.65
H 5.97 1.44 1.26
H 5.43 2.66 0.09

Löwdin population analysis, charges in e, atoms 1 to 6:
1. Re 1.422
2. C -0.023
3. C -0.356
4. N -0.119
5. N -0.131
6. C -0.844



Entry 8:
# C14H10O5

A cluster of 2 separate species, C14H10O5 in total in a non-equilibrium geometry (wB97M-V/def2-TZVPD, the Open Molecules 2025 dataset).

Computed properties:
multiplicity	1
charge	0
relative energy (zero: lowest compared OMol25 entry of this formula, charge and spin)	25.9	kcal/mol
total energy	-24909.4546	eV
HOMO energy (alpha / beta)	-9.61 / -9.61	eV
E_LUMO (alpha / beta)	-0.098 / -0.055	Ha

Geometry (Å):
C 3.84 -1.25 0.00
C 5.04 -1.86 0.00
C 6.20 -1.12 0.00
C 6.07 0.30 0.00
C 4.82 0.93 0.00
C 3.68 0.12 0.00
C 2.15 0.30 0.00
O 1.52 1.34 0.00
O 1.64 -0.93 -0.01
O -0.85 3.41 -0.01
O -1.21 2.06 0.00
C -2.63 1.92 0.00
O -3.24 2.98 0.01
C -3.57 0.71 0.00
C -3.38 -0.69 0.00
C -4.45 -1.64 0.00
C -5.79 -1.22 0.00
C -6.04 0.15 0.01
C -4.96 1.06 0.01
H 2.88 -1.84 0.00
H 4.95 -2.96 0.00
H 7.16 -1.61 0.00
H 6.99 0.89 0.00
H 4.71 2.02 0.00
H -2.37 -1.06 0.00
H -4.25 -2.70 0.00
H -6.62 -1.94 0.00
H -7.07 0.51 0.01
H -5.23 2.12 0.01

Löwdin population analysis, charges in e, atoms 1 to 6:
1. C -0.068
2. C -0.084
3. C -0.058
4. C -0.059
5. C -0.003
6. C -0.107



Entry 9:
# C4H6FN

An isolated molecule of C4H6FN in a non-equilibrium geometry (wB97M-V/def2-TZVPD, the Open Molecules 2025 dataset).

Computed properties:
multiplicity	1
charge	0
relative energy (zero: lowest compared OMol25 entry of this formula, charge and spin)	57.5	kcal/mol
SMILES	FC1=CCNC1
total energy	-8449.8416	eV
HOMO energy	-9.08	eV
E_LUMO	0.037	Ha

Geometry (Å):
F -1.13 2.32 0.23
C -0.51 1.12 0.07
C -0.56 0.20 1.11
C 0.47 -0.93 0.74
N 0.54 -0.97 -0.91
C 0.16 0.49 -1.22
H -0.99 0.33 2.18
H 1.48 -0.44 1.32
H 0.16 -1.90 1.07
H -0.29 -1.67 -1.12
H 1.08 0.91 -1.44
H -0.42 0.56 -2.04

Löwdin population analysis, charges in e, atoms 1 to 6:
1. F 0.019
2. C -0.233
3. C -0.050
4. C -0.173
5. N -0.051
6. C -0.138



Entry 10:
# C5H6N2

An isolated molecule of C5H6N2 in a non-equilibrium geometry (wB97M-V/def2-TZVPD, the Open Molecules 2025 dataset).

Computed properties:
multiplicity	1
charge	0
relative energy (zero: lowest compared OMol25 entry of this formula, charge and spin)	161.2	kcal/mol
SMILES	C#C/C=N\N1CC1
total energy	-8255.3684	eV
HOMO energy	-9.21	eV
E_LUMO	0.018	Ha

Geometry (Å):
C -3.14 -0.99 -1.40
C -2.20 -0.92 -0.55
C -1.19 -0.77 0.58
N -0.16 -0.11 0.87
N 0.63 0.15 -0.34
C 2.05 0.03 0.42
C 1.59 1.44 -0.04
H -3.75 -0.84 -2.16
H -1.40 -1.39 1.57
H 2.68 -0.35 -0.30
H 2.02 -0.23 1.55
H 1.82 1.91 -0.94
H 1.06 2.06 0.73

Löwdin population analysis, charges in e, atoms 1 to 6:
1. C 0.129
2. C -0.046
3. C -0.222
4. N -0.044
5. N -0.063
6. C -0.103



Entry 11:
# C10H13O3

A structure of composition C10H13O3 in a non-equilibrium geometry (wB97M-V/def2-TZVPD, the Open Molecules 2025 dataset).

Computed properties:
multiplicity	2
charge	0
relative energy (zero: lowest compared OMol25 entry of this formula, charge and spin)	62.8	kcal/mol
total energy	-16719.7292	eV
HOMO energy (alpha / beta)	-8.47 / -8.47	eV
E_LUMO (alpha / beta)	0.002 / -0.121	Ha

Geometry (Å):
C 3.81 1.16 0.96
C 0.65 2.37 -0.81
C -0.31 1.42 -0.37
C 1.93 2.30 -0.42
C 2.38 1.41 0.62
C 0.09 0.53 0.57
C 1.40 0.51 0.97
O -1.52 1.42 -0.75
H 0.23 3.03 -1.50
H 2.62 2.87 -0.92
H -0.57 0.12 1.27
H -2.30 0.47 -0.37
H 4.06 2.00 1.63
H 4.41 1.16 -0.02
H 1.71 -0.32 1.68
H 3.93 0.40 1.76
C -2.44 -2.24 -0.95
C -1.21 -2.50 -0.03
C -3.56 -1.33 -0.43
O -3.41 -0.01 -0.36
O -4.59 -1.98 -0.24
H -2.10 -1.70 -1.88
H -2.79 -3.28 -1.23
H -0.73 -1.52 0.26
H -0.46 -3.25 -0.44
H -1.22 -3.05 0.98

Löwdin population analysis, charges in e, atoms 1 to 6:
1. C -0.036
2. C 0.042
3. C -0.355
4. C 0.000
5. C -0.228
6. C -0.007



Entry 12:
# C5H8O

A cluster of 2 separate species, C5H8O in total in a non-equilibrium geometry (wB97M-V/def2-TZVPD, the Open Molecules 2025 dataset).

Computed properties:
multiplicity	1
charge	0
relative energy (zero: lowest compared OMol25 entry of this formula, charge and spin)	52.3	kcal/mol
total energy	-7359.9875	eV
HOMO energy	-8.65	eV
E_LUMO	0.044	Ha

Geometry (Å):
C -0.52 -1.93 -0.45
C -0.13 -0.49 -0.58
C -0.40 0.41 0.35
C -0.18 1.86 0.18
C 2.09 0.49 0.39
O 2.53 0.10 1.36
H 0.34 -2.59 -0.62
H -0.90 -2.13 0.55
H -1.29 -2.19 -1.18
H 0.34 -0.17 -1.51
H -1.25 1.73 -0.17
H -0.96 0.17 1.26
H 0.44 2.21 -0.65
H -0.11 2.51 1.07

Löwdin population analysis, charges in e, atoms 1 to 6:
1. C -0.104
2. C -0.246
3. C -0.310
4. C -0.135
5. C 0.004
6. O 0.069